[1]
C17H30F5N3O17 | wB97M-V/def2-TZVPD

XYZ file:
```
72
Properties=species:S:1:pos:R:3:mulliken_charge:R:1
N -18.8139 6.2856 12.3244 -0.34
H -18.1643 6.3387 13.1128 0.42
H -19.7043 6.6985 12.5804 0.36
H -18.8832 5.2723 12.0496 0.21
H -18.3684 6.7146 11.5053 0.41
N -22.9761 4.1344 14.3771 -0.32
H -22.6378 3.5970 13.5496 0.24
H -22.8179 5.1329 14.2551 0.39
H -22.4285 3.7654 15.1549 0.38
H -23.9687 4.0279 14.6182 0.41
N -18.7053 2.5105 14.2233 -0.22
H -17.8291 3.0366 14.1992 0.43
H -19.1398 2.7362 13.2887 -0.02
H -19.3054 2.7578 15.0000 0.37
H -18.4823 1.5115 14.1827 0.35
C -20.9913 2.6728 10.0277 -0.37
C -20.6300 3.0855 11.4312 0.18
O -21.4802 2.7622 12.3203 -0.83
O -19.4692 3.5777 11.6415 -0.59
H -20.0844 2.4376 9.4706 -0.31
H -21.6320 3.3857 9.5108 0.37
H -21.5262 1.7220 10.0318 0.46
C -23.2594 -0.1721 13.5499 -0.05
C -24.0872 0.5337 12.4741 0.93
O -25.0230 1.2028 13.3057 -0.41
C -25.2461 0.4389 14.4115 0.58
O -26.1708 0.6080 15.1236 -0.46
O -24.2231 -0.4435 14.5566 -0.35
F -24.6183 -0.3205 11.5932 -0.29
H -22.4932 0.5202 13.9166 -0.01
H -22.7815 -1.0801 13.1884 0.31
H -23.4539 1.2885 12.0053 -0.24
C -16.6039 4.6841 9.0785 -0.52
C -17.1554 3.2728 9.1468 0.78
O -15.8950 2.5953 8.9943 -0.24
C -14.9302 3.3516 9.5956 0.46
O -13.8696 2.9493 9.8978 -0.46
O -15.4207 4.5949 9.8577 -0.36
F -17.8996 2.9584 8.0717 -0.25
H -17.2590 5.4852 9.4274 0.19
H -16.3323 4.9013 8.0434 0.39
H -17.6010 2.9281 10.0797 -0.09
C -20.9506 4.8646 6.6483 -0.43
C -22.1724 4.6300 5.7423 0.19
O -22.4310 3.2969 5.9469 -0.35
C -21.3728 2.6378 6.4151 0.55
O -21.2694 1.4760 6.5865 -0.40
O -20.4106 3.5395 6.7612 -0.12
F -21.8235 4.8491 4.4391 -0.29
H -21.1387 5.1331 7.6914 0.23
H -20.3422 5.6719 6.2433 0.32
H -23.0103 5.3052 5.9047 0.34
C -18.5971 -0.0970 6.0611 -0.35
C -19.3614 -0.6059 7.3061 1.13
O -18.4152 -1.4537 7.9213 -0.37
C -17.1812 -1.2949 7.3688 0.61
O -16.1833 -1.7477 7.8158 -0.51
O -17.2560 -0.4356 6.3435 -0.36
F -20.4239 -1.3428 6.9088 -0.33
H -18.7759 0.9561 5.8664 0.20
H -19.0268 -0.6406 5.2182 0.32
H -19.6652 0.1889 7.9856 -0.31
C -17.5529 -1.6517 11.2358 -0.55
C -18.0542 -0.2278 11.4742 0.38
O -19.4138 -0.4510 11.7534 -0.16
C -19.7859 -1.6785 11.3006 0.52
O -20.8706 -2.1392 11.4305 -0.49
O -18.7152 -2.3339 10.8166 -0.30
F -18.0140 0.5625 10.3486 -0.19
H -17.2014 -2.0397 12.1941 0.37
H -16.7981 -1.6686 10.4505 0.29
H -17.5384 0.2911 12.2821 0.12
```

The largest force on an atom comes out at 0.0452 hartree/bohr. As for the HOMO-LUMO gap: 7.08 eV. The calculation puts the molar mass at 643.42 g/mol. The energy above the lowest of the compared OMol25 structures with the same formula, charge and spin comes out at 2.685 eV. The energy is -70965.6925 eV. For the highest occupied orbital energy, the calculation gives -0.538 Ha. Its charge is +2.



[2]
C11H10Cl3N4O6SSeW | wB97M-V/def2-TZVPD

XYZ file:
```
37
Properties=species:S:1:pos:R:3:mulliken_charge:R:1
W -0.5895 -0.1267 -0.8804 1.69
N -1.2584 1.5967 2.9665 -0.44
C -0.9075 1.3749 1.6817 0.66
O -0.7223 0.2084 1.2954 -0.66
C -0.7837 2.5179 0.7305 -0.42
C 0.1336 2.0709 -0.4121 -1.47
H -1.3018 0.8219 3.6048 0.24
H -1.3388 2.5342 3.3117 0.19
H -0.4713 3.4209 1.2730 0.45
H -1.7874 2.6962 0.3333 0.24
H 1.1632 2.1309 -0.0440 0.50
H 0.0207 2.7591 -1.2526 0.32
Se 2.6973 0.8101 -2.0122 0.31
N 1.7655 -0.0734 -0.7960 -0.27
C 2.6195 -0.6676 0.0181 0.98
C 2.2511 -1.4835 1.1344 -0.46
C 3.2375 -2.0001 1.9047 -0.66
C 4.6251 -1.7526 1.6224 -0.43
C 5.0155 -0.9888 0.5753 -0.66
C 4.0126 -0.4140 -0.2747 0.39
N 4.2667 0.3530 -1.3207 -0.87
H 1.2018 -1.6723 1.3090 0.44
H 2.9843 -2.6237 2.7530 0.37
H 5.3730 -2.1945 2.2698 0.35
H 6.0586 -0.8008 0.3588 0.42
O -3.4151 0.9040 -3.3937 -0.66
S -2.1918 1.2639 -2.7142 1.24
O -1.1391 0.1466 -2.9278 -0.76
O -2.3333 1.1799 -1.1907 -0.61
O -1.6457 2.5507 -3.0809 -0.69
O -0.0559 -1.7751 -0.8088 -0.69
Cl -5.6193 -2.2999 0.6261 -0.14
C -4.9347 -2.2706 -1.0248 0.68
Cl -4.8993 -3.9306 -1.6623 -0.13
Cl -5.9118 -1.2349 -2.0610 -0.06
C -3.5821 -1.7482 -0.9746 0.00
N -2.5373 -1.2827 -0.9371 -0.41
```

The largest force on an atom comes out at 0.0166 hartree/bohr. As for the HOMO-LUMO gap (alpha / beta): 4.74 / 4.74 eV. The calculation puts the molar mass at 695.45 g/mol. The energy above the lowest of the compared OMol25 structures with the same formula, charge and spin comes out at 2.140 eV. The energy is -145390.4182 eV. For the highest occupied orbital energy (alpha / beta), the calculation gives -0.107 / -0.107 Ha. Its charge is -1.